This record from OMol25 describes a gas-phase ion, C4H7N2 (charge +1) at a distorted geometry. The level of theory is ωB97M-V/def2-TZVPD.

Element x y z (Å)
C  -2.775  -0.407  0.048
C  -1.393  -0.569  -0.395
N  -0.305  -0.731  -0.658
C  1.184  -0.883  -0.571
N  2.065  -0.183  -0.091
C  2.196  1.163  0.392
H  -3.335  -1.272  -0.047
H  -3.267  0.550  -0.492
H  -2.491  -0.322  1.082
H  1.506  -1.889  -0.795
H  1.874  1.376  1.357
H  1.512  1.776  -0.238
H  3.229  1.392  0.410

Output
F_max: 3.96 eV/Å
Orbital gap: 0.37197 Eh
LUMO: -4.482 eV
Total charge: +1
SMILES string: CC#[N+]/C=N\C

Results of the Löwdin charge analysis, in e, for atoms 1 through 4: number 1, C, carries 0.0465; number 2, C, carries 0.0257; number 3, N, carries 0.2810; number 4, C, carries -0.1250

---

This record from OMol25 describes 2 unconnected molecules or ions with the total composition C4H7N2 at a distorted geometry. The level of theory is ωB97M-V/def2-TZVPD.

Element x y z (Å)
C  -3.336  0.206  -1.017
C  0.796  0.455  0.137
C  0.137  1.731  0.156
C  1.810  -1.872  0.437
N  -2.260  0.328  -0.688
N  1.226  -0.639  0.292
H  -4.338  0.092  -1.092
H  -0.637  1.957  0.822
H  -0.255  1.710  -0.805
H  0.874  2.436  0.259
H  1.190  -2.671  0.037
H  2.001  -1.934  1.428
H  2.792  -1.799  0.032

Output
F_max: 8.00 eV/Å
Orbital gap: 0.46611 Eh
LUMO: -3.822 eV
Total charge: +1

Results of the Löwdin charge analysis, in e, for atoms 1 through 4: number 1, C, carries 0.0079; number 2, C, carries 0.1091; number 3, C, carries 0.0063; number 4, C, carries 0.0009

---

This record from OMol25 describes a gas-phase ion, C4H7N2 (charge +1) at a distorted geometry. The level of theory is ωB97M-V/def2-TZVPD.

Element x y z (Å)
C  -2.679  -0.177  0.939
C  -1.759  -0.435  0.197
C  -0.511  -0.618  -0.610
C  0.824  0.159  -0.048
N  1.580  -0.357  0.850
N  1.121  1.169  -0.792
H  -3.651  -0.031  1.377
H  -0.398  -1.719  -0.603
H  -0.559  -0.437  -1.771
H  1.152  -1.068  1.378
H  2.494  -0.014  1.159
H  0.586  1.565  -1.507
H  1.801  1.964  -0.568

Output
F_max: 4.93 eV/Å
Orbital gap: 0.38639 Eh
LUMO: -3.618 eV
Total charge: +1
SMILES string: C#CCC(N)=[NH2+]

Results of the Löwdin charge analysis, in e, for atoms 1 through 4: number 1, C, carries 0.1382; number 2, C, carries -0.1298; number 3, C, carries -0.0841; number 4, C, carries -0.3257

---

This record from OMol25 describes a molecular structure, C4H7N2 at a distorted geometry. The level of theory is ωB97M-V/def2-TZVPD.

Element x y z (Å)
C  2.552  -0.186  0.778
C  2.755  0.360  -0.304
C  -1.234  -0.898  -0.269
C  -1.178  0.990  0.215
N  -1.179  -0.136  0.930
N  -1.212  0.406  -0.960
H  2.446  -0.672  1.759
H  2.929  0.804  -1.293
H  -0.276  -1.563  -0.584
H  -2.133  -1.423  -0.570
H  -1.024  2.034  0.360
H  -0.986  -0.531  1.875
H  -1.460  0.815  -1.936

Output
F_max: 4.48 eV/Å
Orbital gap: 0.36524 Eh
LUMO: -3.991 eV
Total charge: +1

Results of the Löwdin charge analysis, in e, for atoms 1 through 4: number 1, C, carries -0.0279; number 2, C, carries -0.0129; number 3, C, carries -0.1166; number 4, C, carries -0.0482

---

This record from OMol25 describes a gas-phase ion, C4H7N2 (charge +1) at a distorted geometry. The level of theory is ωB97M-V/def2-TZVPD.

Element x y z (Å)
H  2.737  0.814  0.163
N  2.363  -0.089  0.018
N  0.950  -0.010  -0.117
C  0.444  -1.260  -0.069
C  -0.901  -1.186  0.015
C  -1.334  0.224  0.151
C  -0.034  1.008  -0.149
H  1.130  -1.998  -0.234
H  -1.692  -1.940  -0.018
H  -2.220  0.487  -0.563
H  -1.627  0.536  1.152
H  0.054  1.676  -1.066
H  0.130  1.737  0.716

Output
F_max: 7.84 eV/Å
Orbital gap (alpha / beta): 0.31460 / 0.31195 Eh
LUMO (alpha / beta): -6.297 / -6.906 eV
Total charge: +1
SMILES string: [H]/N=[N+]1/C=CCC1

Results of the Löwdin charge analysis, in e, for atoms 1 through 4: number 1, H, carries 0.0694; number 2, N, carries 0.2959; number 3, N, carries -0.1111; number 4, C, carries -0.0254

---

This record from OMol25 describes a molecular structure, C4H7N2 at a distorted geometry. The level of theory is ωB97M-V/def2-TZVPD.

Element x y z (Å)
C  -1.393  -0.156  -1.048
C  -1.491  -0.821  0.084
C  -1.093  0.203  1.040
C  0.778  0.764  -0.362
N  1.496  -0.891  0.172
N  -0.571  0.609  -0.216
H  -1.795  -0.516  -1.995
H  -1.770  0.757  1.609
H  -0.403  -0.246  1.719
H  1.121  1.120  -1.344
H  1.275  1.411  0.318
H  2.355  -0.858  0.697
H  1.492  -1.376  -0.675

Output
F_max: 6.31 eV/Å
Orbital gap: 0.29558 Eh
LUMO: -6.322 eV
Total charge: +1

Results of the Löwdin charge analysis, in e, for atoms 1 through 4: number 1, C, carries 0.0857; number 2, C, carries 0.2159; number 3, C, carries -0.0436; number 4, C, carries -0.0199

---

This record from OMol25 describes 2 unconnected molecules or ions with the total composition C4H7N2 at a distorted geometry. The level of theory is ωB97M-V/def2-TZVPD.

Element x y z (Å)
C  -2.974  0.313  -0.135
C  -1.742  -0.363  -0.233
C  2.696  0.549  0.559
C  1.299  -1.034  -0.699
N  -0.724  -0.828  -0.373
N  2.222  -0.577  -0.183
H  -3.640  -0.031  -1.021
H  1.916  1.077  1.116
H  3.366  1.140  -0.125
H  3.074  0.200  1.553
H  0.978  -1.864  -1.366
H  -3.562  0.035  0.791
H  -2.907  1.382  0.115

Output
2S+1: 3
F_max: 12.02 eV/Å
Orbital gap (alpha / beta): 0.30396 / 0.25890 Eh
LUMO (alpha / beta): -3.127 / -9.233 eV
Total charge: +1

Results of the Löwdin charge analysis, in e, for atoms 1 through 4: number 1, C, carries -0.0427; number 2, C, carries -0.1807; number 3, C, carries 0.0062; number 4, C, carries 0.0220

---

This record from OMol25 describes 2 unconnected molecules or ions with the total composition C4H7N2 at a distorted geometry. The level of theory is ωB97M-V/def2-TZVPD.

Element x y z (Å)
C  3.226  0.316  -0.134
C  0.640  0.592  0.175
C  -1.721  -0.069  -0.357
C  -0.416  -0.438  0.324
N  2.690  -0.847  -0.063
N  1.849  0.274  0.025
H  6.200  0.003  -0.004
H  0.391  1.646  0.186
H  -2.446  -0.866  -0.208
H  -2.136  0.859  0.038
H  -1.575  0.074  -1.427
H  -0.610  -0.562  1.398
H  -0.046  -1.409  -0.027

Output
2S+1: 3
F_max: 3.34 eV/Å
Orbital gap (alpha / beta): 0.33012 / 0.24996 Eh
LUMO (alpha / beta): -5.470 / -9.550 eV
Total charge: +1

Results of the Löwdin charge analysis, in e, for atoms 1 through 4: number 1, C, carries 0.2235; number 2, C, carries 0.0185; number 3, C, carries -0.0756; number 4, C, carries -0.1878

---

This record from OMol25 describes 2 unconnected molecules or ions with the total composition C4H7N2O at a distorted geometry. The level of theory is ωB97M-V/def2-TZVPD.

Element x y z (Å)
C  -0.987  0.528  0.044
C  0.151  1.077  0.302
C  -2.966  -0.920  0.283
C  2.859  0.043  0.490
N  -1.999  -0.087  -0.189
N  1.605  -0.420  -0.021
O  1.220  -1.564  -0.132
H  0.615  1.938  0.088
H  -2.372  -1.856  0.303
H  -3.932  -1.062  -0.364
H  -3.132  -0.758  1.347
H  2.779  0.594  1.479
H  3.401  0.832  -0.037
H  3.621  -0.721  0.272

Output
F_max: 4.73 eV/Å
Orbital gap (alpha / beta): 0.26965 / 0.26991 Eh
LUMO (alpha / beta): -6.594 / -6.590 eV
Total charge: +1

Results of the Löwdin charge analysis, in e, for atoms 1 through 4: number 1, C, carries -0.0978; number 2, C, carries 0.1906; number 3, C, carries -0.0663; number 4, C, carries -0.0225

---

This record from OMol25 describes a gas-phase ion, C4H7N2O (charge +1) at a distorted geometry. The level of theory is ωB97M-V/def2-TZVPD.

Element x y z (Å)
C  -1.049  1.025  -0.125
N  0.110  1.560  0.025
C  1.234  0.677  0.462
O  1.811  -0.081  -0.625
C  0.954  -0.776  0.335
C  -0.404  -1.378  -0.156
N  -1.366  -0.246  -0.126
H  -1.824  1.662  -0.366
H  0.340  2.533  -0.222
H  1.927  0.973  1.122
H  1.508  -1.352  0.966
H  -0.303  -1.779  -1.202
H  -0.699  -2.260  0.441
H  -2.241  -0.558  -0.530

Output
F_max: 5.81 eV/Å
Orbital gap: 0.42188 Eh
LUMO: -3.746 eV
Total charge: +1
SMILES string: C1=[NH+][C@@H]2O[C@@H]2CN1

Results of the Löwdin charge analysis, in e, for atoms 1 through 4: number 1, C, carries -0.0836; number 2, N, carries 0.1757; number 3, C, carries -0.1318; number 4, O, carries 0.0445

---

This record from OMol25 describes 2 unconnected molecules or ions with the total composition C4H7N2O at a distorted geometry. The level of theory is ωB97M-V/def2-TZVPD.

Element x y z (Å)
C  -2.390  -0.262  0.039
C  0.512  2.396  0.566
C  1.106  0.078  0.126
C  0.279  -1.136  0.055
N  0.703  1.222  0.235
N  -3.278  -0.974  -0.192
O  0.029  3.267  -0.223
H  0.491  2.598  1.612
H  2.149  -0.098  0.182
H  0.248  -1.821  -0.783
H  -0.855  -0.901  0.164
H  0.618  -1.619  1.003
H  -4.007  -1.694  -0.186
H  -0.022  3.070  -1.189

Output
F_max: 3.37 eV/Å
Orbital gap: 0.37059 Eh
LUMO: -4.365 eV
Total charge: +1

Results of the Löwdin charge analysis, in e, for atoms 1 through 4: number 1, C, carries -0.0319; number 2, C, carries -0.1664; number 3, C, carries -0.0723; number 4, C, carries -0.0475

---

This record from OMol25 describes 4 unconnected molecules or ions with the total composition C4H7N2O3 at a distorted geometry. The level of theory is ωB97M-V/def2-TZVPD.

Element x y z (Å)
C  0.153  0.476  1.963
C  -1.101  0.786  -1.322
C  -2.649  -3.002  -1.851
C  0.070  1.032  3.113
N  -1.959  1.528  -1.127
N  0.856  -1.096  -1.541
O  -3.705  -3.409  -1.760
O  0.237  -0.042  0.913
O  -1.584  -2.572  -1.932
H  0.478  2.008  3.306
H  -0.397  0.533  3.941
H  0.074  -0.318  -1.499
H  -2.700  2.173  -0.947
H  1.709  -0.735  -1.972
H  0.495  -1.904  -2.058
H  1.034  -1.350  -0.563

Output
F_max: 1.73 eV/Å
Orbital gap: 0.37052 Eh
LUMO: -2.840 eV
Total charge: +1

Results of the Löwdin charge analysis, in e, for atoms 1 through 4: number 1, C, carries -0.2445; number 2, C, carries 0.0428; number 3, C, carries -0.4083; number 4, C, carries 0.0481

---

This record from OMol25 describes C4H7N2OP in the gas phase at a distorted geometry. The level of theory is ωB97M-V/def2-TZVPD.

Element x y z (Å)
N  2.207  -0.656  0.999
P  1.352  0.009  -0.253
O  2.265  0.421  -1.309
C  -0.321  -1.417  -0.544
C  -1.428  -0.695  -0.317
C  -1.551  0.788  -0.527
C  -0.689  1.512  0.577
N  0.504  1.165  0.701
H  3.167  -0.780  0.656
H  1.671  -1.403  1.419
H  -0.006  -2.410  -0.243
H  -2.412  -1.243  -0.233
H  -1.122  1.222  -1.445
H  -2.539  1.130  -0.541
H  -1.100  2.358  1.059

Output
F_max: 4.95 eV/Å
Orbital gap: 0.34585 Eh
LUMO: 0.344 eV
SMILES string: N[P@@]1(=O)C=CCC=N1

Results of the Löwdin charge analysis, in e, for atoms 1 through 4: number 1, N, carries -0.0926; number 2, P, carries 0.5491; number 3, O, carries -0.3268; number 4, C, carries -0.0510

---

This record from OMol25 describes a gas-phase ion, C4H7N2OS (charge +1) at a distorted geometry. The level of theory is ωB97M-V/def2-TZVPD.

Element x y z (Å)
C  -2.243  0.922  -0.038
C  -1.059  0.101  0.068
N  -1.084  -1.262  0.067
O  0.229  -1.697  0.140
C  1.054  -0.613  0.110
C  2.493  -0.388  -0.104
S  3.366  1.089  0.678
N  0.188  0.504  0.194
H  -2.044  1.660  -0.827
H  -2.254  1.446  0.894
H  -3.105  0.201  -0.163
H  -1.655  -2.059  -0.107
H  3.051  -1.291  0.154
H  2.578  -0.064  -1.234
H  0.484  1.451  0.169

Output
F_max: 3.14 eV/Å
Orbital gap (alpha / beta): 0.34014 / 0.19627 Eh
LUMO (alpha / beta): -3.954 / -5.722 eV
Total charge: +1
SMILES string: Cc1[nH+]oc(C[S-])[nH+]1

Results of the Löwdin charge analysis, in e, for atoms 1 through 4: number 1, C, carries 0.0511; number 2, C, carries -0.2692; number 3, N, carries 0.1766; number 4, O, carries 0.0763

---

This record from OMol25 describes a gas-phase ion, C4H7N2OS (charge +1) at a distorted geometry. The level of theory is ωB97M-V/def2-TZVPD.

Element x y z (Å)
C  1.556  0.650  0.005
C  0.596  1.162  -0.774
C  1.214  -0.553  0.894
C  -0.735  0.085  -0.505
N  -0.538  -2.127  0.524
N  -0.062  -1.006  0.378
O  -1.447  -0.543  -1.501
S  -1.822  0.881  0.789
H  2.547  0.891  0.274
H  0.352  1.919  -1.446
H  2.037  -1.213  0.625
H  1.318  -0.267  1.888
H  -1.365  -2.151  -0.021
H  -1.931  0.094  -2.013
H  -1.721  2.180  0.883

Output
2S+1: 3
F_max: 7.21 eV/Å
Orbital gap (alpha / beta): 0.29377 / 0.19975 Eh
LUMO (alpha / beta): -3.608 / -9.072 eV
Total charge: +1

Results of the Löwdin charge analysis, in e, for atoms 1 through 4: number 1, C, carries -0.0181; number 2, C, carries 0.0780; number 3, C, carries -0.0943; number 4, C, carries -0.6086

---

This record from OMol25 describes 2 unconnected molecules or ions with the total composition C4H7N2P at a distorted geometry. The level of theory is ωB97M-V/def2-TZVPD.

Element x y z (Å)
C  -1.868  0.381  -0.828
C  -0.556  -0.348  0.766
C  0.165  -0.185  -0.380
C  -0.218  -0.679  2.201
N  -1.859  -0.035  0.414
N  -0.678  0.253  -1.373
P  2.818  0.623  -2.280
H  -2.913  0.599  -1.269
H  0.666  -1.203  2.244
H  -0.107  0.215  2.875
H  -1.078  -1.249  2.516
H  -0.282  0.237  -2.327
H  3.112  -0.209  -1.263
H  2.797  1.600  -1.295

Output
F_max: 4.34 eV/Å
Orbital gap (alpha / beta): 0.27246 / 0.27470 Eh
LUMO (alpha / beta): -1.543 / -1.158 eV

Results of the Löwdin charge analysis, in e, for atoms 1 through 4: number 1, C, carries -0.2531; number 2, C, carries -0.3644; number 3, C, carries 0.0221; number 4, C, carries -0.0428

---

This record from OMol25 describes C4H7N2P in the gas phase at a distorted geometry. The level of theory is ωB97M-V/def2-TZVPD.

Element x y z (Å)
C  -0.216  -1.913  0.090
N  0.879  -2.071  -0.542
P  2.244  -1.388  0.172
N  1.803  0.265  -0.308
C  0.679  0.669  -0.450
C  -0.551  1.053  -0.598
C  -1.086  1.812  0.594
H  -1.154  -2.158  -0.255
H  -0.406  -1.579  1.138
H  2.941  -1.908  -0.935
H  -1.084  1.210  -1.601
H  -2.093  2.274  0.369
H  -0.472  2.662  0.973
H  -1.485  1.071  1.352

Output
F_max: 2.99 eV/Å
Orbital gap: 0.34629 Eh
LUMO: 0.718 eV
SMILES string: C=NPN=C=CC

Results of the Löwdin charge analysis, in e, for atoms 1 through 4: number 1, C, carries -0.1788; number 2, N, carries -0.2958; number 3, P, carries 0.8056; number 4, N, carries -0.1156